Entry 1:
One molecule with the formula C15H23NO3, computed with wB97M-V/def2-TZVPD.

Element x y z (Å)
C: 4.71187 0.93440 0.07122
C: 3.28606 0.74413 -0.33948
C: 2.24649 1.51479 -0.02444
C: 2.25885 2.75217 0.81698
C: 0.89944 1.07401 -0.53399
C: 0.65713 -0.40048 -0.15862
C: -0.63454 -0.87584 -0.82038
O: -0.65620 -1.54709 -1.83256
N: -1.74792 -0.44662 -0.19563
C: -3.08608 -0.74104 -0.65697
C: -3.89791 -1.47269 0.41525
C: -4.40947 -0.36569 1.34740
C: -4.37985 0.93714 0.52347
C: -3.89207 0.54213 -0.87578
C: 1.83564 -1.28380 -0.57978
C: 2.33467 -2.09935 0.58989
O: 1.92242 -2.04598 1.71946
O: 3.31803 -2.93740 0.23673
C: 2.99634 -0.46720 -1.18437
H: 4.86805 1.86421 0.60843
H: 5.35570 0.92908 -0.80817
H: 5.02202 0.11033 0.71455
H: 1.75547 3.56406 0.29208
H: 3.26580 3.07367 1.06196
H: 1.72103 2.57241 1.74857
H: 0.10764 1.69859 -0.11831
H: 0.86086 1.16441 -1.62426
H: 0.54828 -0.46776 0.92915
H: -1.66710 0.07199 0.66366
H: -2.96516 -1.32727 -1.57054
H: -3.29785 -2.21492 0.93906
H: -4.73335 -1.98383 -0.06249
H: -5.41398 -0.58993 1.70278
H: -3.76766 -0.27824 2.22446
H: -3.69678 1.65819 0.97405
H: -5.36159 1.40591 0.47850
H: -4.73898 0.32047 -1.52470
H: -3.29507 1.32176 -1.34637
H: 1.48929 -1.99640 -1.33884
H: 3.60645 -3.45627 1.00384
H: 2.69779 -0.15347 -2.18838
H: 3.87623 -1.10258 -1.27741

The LUMO energy comes out at 0.67 eV. As for the energy above the lowest of the compared OMol25 structures with the same formula, charge and spin: 69.69 kJ/mol. The HOMO energy is -0.320 Eh. The SMILES is CC1=C(C)C[C@@H](C(=O)NC2CCCC2)[C@H](C(=O)O)C1.



Entry 2:
One molecule with the formula C15H23NO3 at a distorted geometry, computed with wB97M-V/def2-TZVPD.

Element x y z (Å)
C: -1.75394 -1.69944 4.28127
C: -2.64683 -2.24431 3.01369
C: -3.12351 -1.08151 1.95914
C: -2.67070 -1.39926 0.38822
C: -2.36767 -0.04407 -0.49137
C: -0.83675 -0.04007 -1.16321
C: 0.24481 0.82502 -0.28594
C: 1.28247 1.76120 -0.86723
C: 1.42324 1.95292 -2.48940
C: 1.83612 0.59950 -3.31745
O: 2.77691 0.94312 -4.43465
C: 2.49859 -0.59614 -2.41225
N: 3.46587 -1.44949 -3.25956
C: 2.26175 2.57758 0.21455
O: 3.55940 2.81168 -0.03628
C: 1.50113 3.03032 1.63268
C: 0.49509 2.06521 2.22197
C: 0.23880 0.68185 1.38030
O: 0.06608 -0.54134 1.88735
H: -0.68649 -2.22512 4.19893
H: -1.55354 -0.53931 4.08461
H: -2.23360 -1.89400 5.33770
H: -3.58221 -2.83759 3.45361
H: -2.00519 -3.02776 2.40381
H: -2.75127 0.00363 2.28877
H: -4.31463 -1.05373 1.95640
H: -3.51547 -2.00726 -0.19490
H: -1.68247 -2.03698 0.42350
H: -3.17845 0.01618 -1.36545
H: -2.46726 0.93683 0.15865
H: -0.85379 0.34824 -2.28948
H: -0.41614 -1.15476 -1.21949
H: 2.19460 2.80408 -2.71319
H: 0.36132 2.31024 -2.89437
H: 0.84884 0.17172 -3.83013
H: 3.64335 1.12878 -3.94454
H: 3.12663 -0.23689 -1.49213
H: 1.62730 -1.35251 -2.11071
H: 3.17856 -2.46306 -3.10705
H: 4.40423 -1.39356 -2.76011
H: 1.68918 4.04723 2.18253
H: -0.08434 2.30282 3.21121

The LUMO energy comes out at -1.60 eV. As for the energy above the lowest of the compared OMol25 structures with the same formula, charge and spin: 1266.48 kJ/mol. The HOMO energy is -0.344 Eh. The SMILES is CCCCCCC1=C(C[C@@H](O)CN)C(=O)C=CC1=O.



Entry 3:
One molecule with the formula C15H23NO4S at a distorted geometry, computed with wB97M-V/def2-TZVPD.

Element x y z (Å)
C: 5.22180 1.21036 -2.52488
C: 4.36177 0.95831 -1.29182
O: 3.71823 -0.09296 -1.29934
S: 4.15303 2.09553 0.02656
C: 2.67832 1.47155 0.88648
C: 1.40239 1.99699 0.24181
C: 1.21202 3.51876 0.40047
C: 0.21426 1.22730 0.83645
O: -0.17931 1.62155 1.92157
N: -0.40155 0.10059 0.24746
C: 0.11465 -0.47232 -1.02704
C: -0.74345 -0.03599 -2.25214
O: -1.16585 -0.88254 -3.01938
O: -0.92043 1.26253 -2.45165
C: -1.53137 -0.55236 0.98535
C: -1.08340 -1.81949 1.74156
C: -2.14682 -2.84650 1.37871
C: -3.49646 -2.37060 1.95904
C: -3.88394 -1.15295 1.08883
C: -2.70289 -1.05450 0.13038
C: -2.36416 -2.54398 -0.08204
H: 5.77011 2.17297 -2.47051
H: 4.48989 1.30536 -3.34817
H: 5.96828 0.39195 -2.70070
H: 2.74412 0.35820 0.90479
H: 2.73310 1.83230 1.91169
H: 1.45292 1.84585 -0.83838
H: 1.33583 3.79672 1.43969
H: 1.96721 4.10983 -0.12981
H: 0.23926 3.79805 0.03600
H: 1.12539 -0.14764 -1.24168
H: 0.14947 -1.59089 -0.97415
H: -1.35917 1.28524 -3.28760
H: -1.94140 0.17176 1.75770
H: -0.13387 -2.23977 1.45073
H: -1.00163 -1.60111 2.79230
H: -1.85078 -3.86658 1.61141
H: -3.39170 -2.13466 3.04973
H: -4.21822 -3.15361 1.82818
H: -4.82694 -1.37775 0.56546
H: -4.04461 -0.25643 1.67684
H: -2.93110 -0.47093 -0.77589
H: -1.51911 -2.74993 -0.68252
H: -3.21385 -3.11819 -0.47150

The LUMO energy comes out at 0.54 eV. As for the energy above the lowest of the compared OMol25 structures with the same formula, charge and spin: 0.00 kJ/mol. The HOMO energy is -0.336 Eh. The SMILES is CC(=O)SC[C@H](C)C(=O)N(CC(=O)O)[C@@H]1C[C@H]2CC[C@@H]1C2.



Entry 4:
One molecule with the formula C15H23NO5 at a distorted geometry, computed with wB97M-V/def2-TZVPD.

Element x y z (Å)
C: -2.08367 2.42418 0.83184
C: -1.73166 1.40415 1.71302
C: -0.76018 0.40827 1.32162
C: -0.78664 -0.56609 2.27846
C: -1.62891 -0.15726 3.37425
O: -1.80227 -0.84273 4.37318
N: -2.24477 1.02246 2.98790
O: -2.99990 1.91516 3.78133
C: -4.40734 1.60799 3.72334
C: -0.00668 -1.79431 2.12082
O: 0.42818 -2.10198 3.43394
C: 1.17690 -1.64461 1.15559
C: 2.33407 -0.80151 1.77273
O: 1.61563 -2.98840 0.87729
C: 0.60673 -0.99262 -0.14161
C: 1.62742 -0.78535 -1.25336
C: 0.97579 -0.45829 -2.58161
C: 2.02220 -0.15780 -3.66641
C: 1.40797 0.29725 -4.99049
C: 0.94939 1.75439 -4.97900
O: -0.03700 0.27338 0.13193
H: -2.80836 3.21490 1.04967
H: -1.59038 2.48054 -0.12090
H: -4.94600 2.23172 4.40375
H: -4.75015 1.76880 2.70578
H: -4.57904 0.54586 3.95429
H: -0.72821 -2.54596 1.77373
H: -0.26931 -1.81330 4.04762
H: 2.54598 -1.06672 2.81874
H: 3.22335 -0.88756 1.13880
H: 2.02464 0.20534 1.73556
H: 1.63728 -3.46077 1.70285
H: -0.17436 -1.65612 -0.47935
H: 2.28358 0.05164 -1.00699
H: 2.22144 -1.66018 -1.35758
H: 0.32656 -1.33529 -2.81964
H: 0.35792 0.45619 -2.50638
H: 2.56213 -1.10651 -3.91680
H: 2.74400 0.60432 -3.36675
H: 0.55765 -0.37521 -5.25609
H: 2.12396 0.15532 -5.80064
H: 0.13069 1.91863 -4.24427
H: 0.63993 2.09069 -5.97136
H: 1.81145 2.36740 -4.74881

The LUMO energy comes out at -0.31 eV. As for the energy above the lowest of the compared OMol25 structures with the same formula, charge and spin: 536.36 kJ/mol. The HOMO energy is -0.331 Eh. The SMILES is C=C1C2=C(C(=O)N1OC)[C@H](O)[C@@](C)(O)[C@H](CCCCC)O2.



Entry 5:
A 4-piece molecular cluster, C15H23O16P overall at a distorted geometry, computed with wB97M-V/def2-TZVPD.

Element x y z (Å)
O: -1.27070 6.05315 5.69377
C: -0.16390 5.86459 5.48491
O: 0.54781 6.05085 4.29786
C: 1.53512 5.01188 4.40898
O: 0.79561 3.82268 4.60684
C: 2.03138 5.35472 5.84338
P: 2.79925 7.02159 6.13548
O: 3.63310 7.52068 5.04889
O: 3.72980 6.85943 7.50050
O: 1.61371 8.08415 6.55595
O: 0.73217 5.41038 6.47189
H: 2.28718 4.95602 3.60723
H: 0.65078 3.38741 3.75100
H: 2.69877 4.56271 6.23525
H: 3.14924 6.38523 8.12671
H: 1.23681 7.69967 7.37114
C: -3.05532 -0.34186 2.67506
C: -2.00548 0.70281 2.38183
C: -1.99193 1.17209 0.95350
O: -0.62218 1.57157 0.78122
C: 0.11442 0.81287 1.63359
O: 1.30234 0.72979 1.60526
O: -0.68240 0.16105 2.52179
H: -4.05803 0.05824 2.52468
H: -2.92444 -1.21541 2.03512
H: -2.96640 -0.68969 3.70584
H: -2.10275 1.54106 3.08003
H: -2.66534 2.00943 0.77892
H: -2.21291 0.38487 0.23677
C: -0.99544 -3.21307 -3.13713
C: -2.25148 -2.38710 -3.00916
C: -2.12240 -0.98994 -3.54967
O: -3.08268 -0.27459 -2.76274
C: -3.17787 -0.92512 -1.57634
O: -3.72163 -0.48469 -0.60896
O: -2.57105 -2.13524 -1.63030
H: -0.73422 -3.36241 -4.17725
H: -0.15790 -2.73226 -2.62617
H: -1.13254 -4.18760 -2.66515
H: -3.09701 -2.91479 -3.45984
H: -2.36094 -0.92378 -4.60939
H: -1.13735 -0.54843 -3.37636
C: 2.85395 -7.05577 -6.68175
C: 2.27964 -5.69373 -6.37267
C: 1.84741 -5.52098 -4.94094
O: 0.81402 -4.53742 -5.05549
C: 0.27484 -4.68106 -6.29863
O: -0.74046 -4.17165 -6.64901
O: 1.04772 -5.48183 -7.07607
H: 3.76724 -7.23382 -6.11286
H: 2.13409 -7.84351 -6.45155
H: 3.08146 -7.13960 -7.74513
H: 2.98091 -4.91083 -6.67668
H: 2.65104 -5.16643 -4.29776
H: 1.41499 -6.42630 -4.50638

The LUMO energy comes out at 0.24 eV. The HOMO energy is -0.398 Eh. The SMILES is O=C1O[C@H](O)[C@@H](P(=O)(O)O)O1.C[C@@H]1COC(=O)O1.C[C@@H]1COC(=O)O1.C[C@@H]1COC(=O)O1.



Entry 6:
C15H23O4RuS4Se as an isolated structure at a distorted geometry, computed with wB97M-V/def2-TZVPD.

Element x y z (Å)
Ru: 0.16076 -0.86769 0.79660
C: -0.78046 2.35333 -0.12351
C: -0.07581 2.53580 1.22074
S: 0.35424 1.07318 2.23114
C: -1.14087 0.83118 3.23738
C: -2.36150 0.42289 2.43811
S: -2.02855 -1.15140 1.56616
C: -3.00206 -0.92961 0.04932
C: -2.60112 0.29420 -0.75954
S: -0.78302 0.64235 -0.78617
H: -0.28264 2.96207 -0.87636
H: -1.81500 2.68776 -0.08104
H: -0.63816 3.21566 1.86205
H: 0.89517 3.00062 1.05645
H: -1.34939 1.73510 3.81179
H: -0.84182 0.04804 3.93748
H: -2.61752 1.18931 1.70621
H: -3.21986 0.27834 3.09487
H: -4.06466 -0.89753 0.29142
H: -2.80497 -1.84612 -0.50148
H: -3.09962 1.18668 -0.38842
H: -2.91837 0.15671 -1.79266
O: 3.39869 -2.54793 2.21428
S: 2.28168 -1.65799 2.18705
O: 2.17942 -0.79010 3.35044
O: 0.93825 -2.37656 1.96508
O: 2.24784 -0.79988 0.88204
C: 3.08132 -7.52354 0.76674
C: 2.36275 -6.28192 0.32056
C: 3.00610 -5.31642 -0.43631
C: 2.35807 -4.16180 -0.85867
C: 3.09384 -3.11710 -1.64537
C: 1.02554 -3.99460 -0.49786
Se: 0.11722 -2.40516 -1.05065
C: 0.34258 -4.93891 0.27244
C: -1.06895 -4.71847 0.72249
C: 1.03001 -6.07723 0.66417
H: 4.15338 -7.44071 0.59418
H: 2.71995 -8.40053 0.22527
H: 2.92190 -7.70488 1.83021
H: 4.05060 -5.44957 -0.69356
H: 4.11167 -3.44319 -1.85444
H: 3.14026 -2.18498 -1.08068
H: 2.59860 -2.91341 -2.59951
H: -1.09900 -3.90451 1.45106
H: -1.46517 -5.61758 1.19334
H: -1.72901 -4.45151 -0.10801
H: 0.51592 -6.81486 1.27139

The LUMO energy (spin up / spin down) comes out at -0.26 / -1.72 eV. Its spin multiplicity is 2. The expectation value of S² is 0.76. As for the energy above the lowest of the compared OMol25 structures with the same formula, charge and spin: 0.66 kJ/mol. The HOMO energy (spin up / spin down) is -0.295 / -0.292 Eh.



| no. | DFT total energy (eV) |
| --- | --- |
| 1 | -23562.190 |
| 2 | -23549.787 |
| 3 | -36444.130 |
| 4 | -27652.673 |
| 5 | -57979.187 |
| 6 | -135388.702 |